(1)
The following is a quantum chemistry calculation of C35H20BF4IN13ORbS4 as an isolated structure, from OMol25.

The geometry in XYZ format:
```
80
Properties=species:S:1:pos:R:3:mulliken_charge:R:1
Rb 0.35224 0.73867 -0.97364 1.11
C 1.59749 -3.63627 3.15857 -0.39
C 0.76258 -2.93659 4.02312 -0.46
C 0.47030 -1.60428 3.78534 -0.63
C 1.01240 -0.98305 2.66300 -0.11
C 1.86505 -1.67106 1.80814 -0.13
C 2.16034 -3.00131 2.05882 -0.58
N 0.62772 0.32160 2.23544 0.66
N 0.04054 0.98714 3.09700 -0.69
C -0.44266 2.25340 2.65304 0.09
C -0.58056 3.21410 3.64915 -0.41
C -1.06583 4.45870 3.29714 -0.50
C -1.41792 4.68720 1.97508 -0.74
C -1.26260 3.65364 1.06300 -0.54
N -0.78547 2.45543 1.38570 0.31
H 1.78773 -4.68922 3.32823 0.40
H 0.28621 -3.43346 4.85931 0.40
H -0.23840 -1.08618 4.41621 0.53
H 2.24571 -1.18466 0.91977 0.62
H 2.78536 -3.55015 1.36632 0.36
H -0.31324 2.95778 4.66445 0.50
H -1.18043 5.23383 4.04436 0.36
H -1.81625 5.63959 1.65278 0.46
H -1.52694 3.79305 0.02216 0.57
O -5.94639 -4.17651 -0.11658 -0.56
C -5.12314 -3.34938 -0.37080 0.67
S -3.99108 -3.48543 -1.73289 -0.12
C -3.16948 -1.95835 -1.52471 0.12
C -3.69754 -1.10226 -0.41042 -0.07
S -3.23129 0.41494 -0.10952 -0.08
S -4.90810 -1.86443 0.58426 -0.13
S -1.87114 -1.60200 -2.41202 -0.07
B 3.29616 2.24318 -4.26791 0.06
N 3.65674 2.42626 -2.75289 -0.22
C 4.77181 2.98897 -2.26525 -0.37
C 4.68373 3.01529 -0.88521 -0.94
C 3.44071 2.42633 -0.62638 -0.42
N 2.83219 2.07594 -1.75575 0.53
N 2.08698 1.28950 -4.38760 0.25
C 2.07917 -0.01643 -4.68974 -0.50
C 0.77201 -0.46231 -4.70532 -0.50
C 0.02990 0.68020 -4.39005 -0.68
N 0.82805 1.72972 -4.20015 -0.51
H 4.24822 1.74930 -4.83219 -0.16
H 2.99209 3.31827 -4.74633 -0.22
H 5.55105 3.32496 -2.92977 0.39
H 5.40836 3.38971 -0.18246 0.39
H 2.96573 2.22524 0.32285 0.36
H 3.00301 -0.54413 -4.85469 0.45
H 0.41904 -1.46370 -4.88135 0.44
H -1.03978 0.79408 -4.29340 0.59
I 0.27664 8.43346 -3.10433 0.03
C 0.40150 6.41306 -2.70760 -1.01
C 0.71688 5.40428 -3.59292 -0.03
N 0.68372 4.26649 -2.88875 0.42
N 0.37808 4.46103 -1.60344 -0.42
C 0.19097 5.76723 -1.48005 -0.08
H 0.96424 5.41465 -4.63994 0.50
H 0.80352 3.31376 -3.28290 0.50
H -0.06166 6.20068 -0.52552 0.43
F -0.73062 -6.16496 0.40509 -0.41
C -1.15559 -4.98520 0.89260 0.14
C -1.89124 -4.99866 2.06158 0.68
F -2.11964 -6.19193 2.63541 -0.42
C -2.32889 -3.84038 2.70349 0.54
C -1.98118 -2.66186 2.04233 0.38
C -1.22135 -2.64794 0.88937 0.88
F -0.91808 -1.42802 0.37604 -0.60
C -0.76712 -3.80744 0.25418 0.98
C 0.05128 -3.79467 -0.95643 0.22
C 0.92304 -2.73814 -1.24926 -0.10
N 1.57966 -1.81118 -1.49745 -0.68
C -0.02186 -4.83477 -1.90734 -0.45
N -0.06388 -5.67325 -2.70496 -0.78
F -2.37302 -1.47131 2.53710 -0.63
C -3.02471 -3.84589 3.99180 -0.35
C -3.93561 -4.85784 4.33196 -0.07
N -4.69041 -5.69020 4.61978 -0.77
C -2.70257 -2.86684 4.94223 0.00
N -2.43252 -2.04903 5.72170 -0.78
```

Output
Frontier orbital gap in eV: 3.9
E_tot in Ha: -4471.7796
Charge: -2
Strongest force on any atom in eV Å⁻¹: 0.4
Lowest unoccupied orbital energy in eV: 1.8445

(2)
The following is a quantum chemistry calculation of a 2-piece molecular cluster, C5H9FIN overall at a distorted geometry, from OMol25.

The geometry in XYZ format:
```
17
Properties=species:S:1:pos:R:3:mulliken_charge:R:1
C -0.00620 1.14976 -1.26664 0.56
C -1.03023 1.98690 -0.58949 -1.04
C 0.82326 -1.06212 0.89649 -1.00
C -0.01493 -1.88557 -0.06865 -0.37
C -0.61235 -1.01556 -1.18098 0.13
N 0.94955 1.40481 -1.93549 -0.51
F -2.03201 -1.05378 -1.09722 -0.31
I -0.00303 -1.73252 -3.07469 -0.02
H -1.09895 3.09294 -0.67713 0.37
H -1.95040 1.65382 -1.07412 0.26
H -0.82191 2.04205 0.49487 0.26
H 0.45410 -0.64639 1.78754 0.32
H 1.65879 -1.68791 1.33350 0.31
H 1.17402 -0.18280 0.29833 0.23
H 0.70307 -2.51945 -0.58871 0.29
H -0.80941 -2.56461 0.43058 0.27
H 1.50100 0.86483 -2.52000 0.23
```

Output
Frontier orbital gap in eV: 8.8
E_tot in Ha: -648.0900
Charge: 0
Strongest force on any atom in eV Å⁻¹: 2.9
Lowest unoccupied orbital energy in eV: 0.5236

(3)
The following is a quantum chemistry calculation of a 2-piece molecular cluster, C7H13N2O overall at a distorted geometry, from OMol25.

The geometry in XYZ format:
```
23
Properties=species:S:1:pos:R:3:mulliken_charge:R:1
C 1.29145 -0.57891 0.76710 0.16
C 1.71515 0.13389 -1.49015 0.04
C -2.60125 1.13714 -3.19734 -0.39
C -1.44568 1.37554 -2.13834 -0.94
C -1.82470 0.17120 -2.90412 -0.17
C 0.92611 -1.76508 2.85251 -0.79
C -0.28442 0.34630 2.26468 -1.06
N 0.70512 -0.68890 1.91460 0.10
N 0.89703 0.17670 -0.33048 0.01
O 2.84777 -0.24484 -1.47250 -0.43
H 2.23153 -1.13907 0.52853 0.38
H -3.29661 1.77715 -3.59042 0.47
H 1.26493 0.52622 -2.41969 0.33
H -0.52285 1.92347 -2.64335 0.28
H -1.79388 1.51973 -1.14604 0.41
H -1.67360 -0.84449 -3.09351 0.39
H 1.82765 -2.25924 2.57091 0.31
H 0.97621 -1.35254 3.91716 0.27
H 0.25286 -2.54853 2.91606 0.38
H -0.08937 1.19842 1.66309 0.40
H -1.28925 -0.08524 2.15809 0.35
H -0.20310 0.55862 3.34556 0.34
H 0.08890 0.66248 -0.47234 0.13
```

Output
Frontier orbital gap in eV: 8.8
E_tot in Ha: -458.8899
Charge: +1
Strongest force on any atom in eV Å⁻¹: 4.5
Lowest unoccupied orbital energy in eV: -4.2266

(4)
The following is a quantum chemistry calculation of C22H30O2SiW as an isolated structure at a distorted geometry, from OMol25.

The geometry in XYZ format:
```
56
Properties=species:S:1:pos:R:3:mulliken_spin:R:1
C 0.00826 2.14584 0.57190 -0.11
C -0.51459 3.46966 0.32355 0.02
C -1.64333 3.67769 1.18253 -0.04
H -0.02721 4.20813 -0.31526 0.00
C -1.86826 2.47360 1.92062 -0.05
C -0.86310 1.51274 1.54573 0.14
H -0.70348 0.53280 1.98738 -0.01
H 0.95470 1.72525 0.23298 0.02
H -2.18994 4.63258 1.28123 0.00
H -2.68109 2.33279 2.64552 -0.01
W -1.82821 1.65901 -0.56756 0.76
C -1.46926 -0.80590 -2.71999 0.08
H -1.95403 -1.63922 -2.18976 0.00
H -0.40095 -1.02460 -2.60885 -0.02
H -1.68196 -1.03071 -3.76524 -0.01
Si 1.05682 -2.32666 0.35812 0.70
C 2.10427 -1.47596 -0.96849 0.15
C 2.78024 -0.22911 -1.12992 -0.07
H 2.48936 0.66349 -0.58225 0.00
C 3.90557 -0.10155 -1.96424 -0.01
H 4.50980 0.82144 -1.96399 0.00
C 4.28501 -1.15628 -2.80993 0.02
H 5.19345 -1.10967 -3.43009 0.00
C 3.47613 -2.29565 -2.82863 0.00
H 3.64391 -3.06550 -3.57756 0.00
C 2.44232 -2.47022 -1.89770 0.05
H 1.87548 -3.40871 -1.84531 0.01
C -1.87121 0.53873 -2.30434 0.01
C -1.15527 1.74293 -2.53563 0.01
H -0.09795 1.71252 -2.77953 0.00
C -1.87264 2.98742 -2.48011 -0.01
H -1.32265 3.92950 -2.58257 0.00
C -3.28816 2.99330 -2.52738 0.11
H -3.86455 3.87971 -2.80792 0.00
C -3.95116 1.87581 -2.04039 -0.01
H -4.99540 1.87932 -1.74481 -0.01
C -3.21687 0.68689 -1.80468 0.09
H -3.70126 -0.23355 -1.49844 0.01
H -3.24932 2.54960 0.28080 0.01
H 1.04976 -3.70560 0.49952 0.07
C -1.49644 -1.36239 3.51935 0.01
O -0.33566 -1.72814 2.76778 0.02
C 0.34775 -2.82579 3.40004 0.01
C 1.77842 -2.90561 2.91609 0.02
O 2.07116 -1.92579 1.72145 0.03
C 2.21551 -0.50874 2.00284 0.04
H -1.92074 -0.45249 3.08122 0.00
H -1.24242 -1.15734 4.57660 0.00
H -2.25215 -2.16487 3.49376 0.00
H 0.35942 -2.69481 4.49581 0.00
H -0.20619 -3.73091 3.11841 0.00
H 2.50142 -2.61772 3.68348 0.00
H 1.98047 -3.92598 2.55896 -0.01
H 2.64943 -0.07446 1.10834 -0.01
H 1.23418 -0.05464 2.19261 -0.01
H 2.95258 -0.42214 2.80389 0.00
```

Output
Frontier orbital gap (alpha / beta) in eV: 7.2 / 6.3
E_tot in Ha: -1362.5236
Charge: +2
Strongest force on any atom in eV Å⁻¹: 8.8
2S+1: 3
Lowest unoccupied orbital energy (alpha / beta) in eV: -6.1488 / -7.1197
<S²>: 2.011

(5)
The following is a quantum chemistry calculation of one molecule with the formula C3H4N2O at a distorted geometry, from OMol25.

The geometry in XYZ format:
```
10
Properties=species:S:1:pos:R:3:mulliken_charge:R:1
N -3.24960 0.47857 -0.08906 -0.33
C -2.13367 0.22314 0.06468 -0.06
C -0.67808 -0.11901 0.39795 0.15
O -0.17764 -1.29373 -0.23272 -0.43
C 0.40999 -0.04201 -0.54222 0.09
N 1.69516 0.42879 -0.00846 -0.56
H -0.47412 -0.09238 1.58354 0.21
H 0.20847 0.23099 -1.52273 0.41
H 1.95878 0.11781 0.98375 0.27
H 2.44071 0.06781 -0.63472 0.25
```

Output
Frontier orbital gap in eV: 11.4
E_tot in Ha: -301.3914
Charge: 0
Strongest force on any atom in eV Å⁻¹: 3.5
Lowest unoccupied orbital energy in eV: 0.7730

(6)
The following is a quantum chemistry calculation of an isolated ion of composition C6H11N and charge -1 at a distorted geometry, from OMol25.

The geometry in XYZ format:
```
18
Properties=species:S:1:pos:R:3:mulliken_spin:R:1
C -0.95794 -1.73223 0.31799 -0.03
C 0.49508 -1.32455 -0.06560 0.01
C 0.88606 0.11343 0.04143 0.25
C 1.86008 0.57031 0.92172 0.42
C -0.04037 2.42918 -0.63834 0.30
C 0.23962 1.09292 -0.80089 -0.02
N -2.00177 -0.73624 0.04122 -0.03
H -1.11432 -2.06962 1.35875 0.01
H -1.20761 -2.54795 -0.37886 -0.02
H 1.16890 -1.96543 0.51213 0.02
H 0.58906 -1.54590 -1.12998 -0.03
H 2.60243 -0.16729 1.23158 0.01
H 2.06014 1.57181 1.30405 0.02
H -0.62984 2.95933 -1.37224 0.00
H 0.24759 2.99086 0.25085 0.02
H -0.22294 0.52931 -1.61442 0.03
H -1.82232 0.18753 0.40612 0.06
H -2.90179 -1.10818 0.31529 -0.01
```

Output
Frontier orbital gap (alpha / beta) in eV: 3.9 / 6.6
E_tot in Ha: -289.8710
Charge: -1
Strongest force on any atom in eV Å⁻¹: 2.8
2S+1: 2
Lowest unoccupied orbital energy (alpha / beta) in eV: 4.1799 / 4.0869
<S²>: 0.764